Density functional theory data (the ωB97M-V functional and the def2-TZVPD basis) for the ion C7H8NS2 with charge +1.

## Properties
- Kohn-Sham gap (eV) = 7.58
- SMILES = [NH2+]=Cc1ccccc1SS
- total energy (Eh) = -1122.3342
- highest occupied orbital energy (eV) = -12.32
- charge = +1
- ΔE to the lowest compared entry with this formula, charge and spin (kJ/mol) = 170.9

CARTESIAN COORDINATES (ANGSTROEM)
C  -0.558  2.028  -1.545
S  2.470  0.445  0.506
C  -1.180  -0.282  -1.083
H  -0.697  2.921  -2.176
H  1.224  2.638  -0.646
H  -1.745  -1.160  -1.219
H  -0.198  -2.566  0.493
N  -0.615  -1.259  2.002
H  3.030  -1.596  2.137
C  -0.039  -1.453  0.825
C  -0.065  -0.352  -0.155
C  -1.362  0.891  -1.843
C  0.821  0.685  -0.165
H  -2.365  1.092  -2.227
S  2.415  -1.547  1.117
C  0.587  1.860  -0.862
H  -1.130  -2.064  2.338
H  -0.592  -0.281  2.503

Here are the natural (NBO) charges for atoms 1 to 2, given in e:
1 C -0.1419
2 S 0.2164